Record 1
DFT (ωB97M-V/def2-TZVPD) results for a structure of composition C18H17CoF5N3O3PS4.

Net charge: -2
Molecular weight: 636.52 g/mol
E_tot: -133400.830 eV
HOMO level (spin up / spin down): -1.6 / -1.6 eV
Energy above the lowest of the compared OMol25 structures with the same formula, charge and spin: 342.8 kJ/mol
Gap between HOMO and LUMO (spin up / spin down): 0.23100 / 0.22758 Ha
Multiplicity: 2
⟨S²⟩: 0.768

Positions of all 52 atoms, in Å:
H  0.2782  -1.3172  3.7238
H  2.8615  -3.7231  1.3844
H  1.1799  -0.4421  5.8506
F  -0.8890  1.2795  -7.5195
C  -0.2631  1.9958  3.2222
Co  -0.5780  0.9764  0.1810
H  -4.1615  3.0542  -1.8564
S  -3.0378  1.0677  -0.4372
C  0.1802  2.7725  -4.3845
F  -1.9735  -0.4317  -5.6882
H  -0.1658  -5.5912  1.3674
C  3.0777  -3.4926  0.3315
C  0.0112  2.5735  -5.7392
N  -3.8504  3.5465  -1.0343
H  5.1736  -3.0727  0.6787
H  -3.4895  4.4700  -1.2253
F  0.5503  3.4353  -6.6282
O  -0.7380  0.0840  1.8554
C  -1.2566  0.6246  -5.2613
H  1.1607  2.0026  6.3151
H  -1.2860  -3.0621  0.0239
P  1.1172  -1.8143  0.6981
C  0.2338  2.4696  4.4365
O  1.9561  -2.9118  -0.2908
C  -0.4885  -5.0204  0.4944
H  -1.3159  -5.5522  0.0191
H  4.1126  -1.6472  0.7314
C  0.7703  0.2445  5.1167
H  -1.7317  -3.6590  1.6288
H  0.3401  -4.9632  -0.2094
F  -1.6623  -0.0453  -3.1062
C  -1.0797  0.8382  -3.9038
H  4.5153  -2.3783  -0.8197
H  3.2632  -4.4477  -0.1766
H  0.1862  3.5371  4.6303
F  0.8949  3.8568  -4.0328
C  4.3004  -2.5946  0.2268
S  -0.0346  -1.0126  -0.8064
H  -1.2457  3.8886  2.6979
N  -1.2962  2.5822  1.1415
C  -2.9624  2.7872  -0.2867
N  -2.1370  3.4522  0.4700
S  1.5188  1.5047  0.5342
O  0.1451  -2.9073  1.4989
C  0.7647  1.6169  5.3834
C  -0.3473  1.9248  -3.3926
C  -0.9199  -3.6170  0.8934
C  -0.2440  0.5988  2.9366
C  -0.9397  2.9102  2.3246
S  -0.0580  2.3790  -1.7384
C  -0.7126  1.4869  -6.1957
C  0.2729  -0.2568  3.9364

Results of the Löwdin charge analysis, in e, for atoms 1 through 6:
1 H 0.0954
2 H 0.0953
3 H 0.0863
4 F 0.0733
5 C -0.1879
6 Co -0.3642

Record 2
DFT (ωB97M-V/def2-TZVPD) results for a cluster of 2 separate species, C9H16O3P in total in a non-equilibrium geometry.

Net charge: -1
Molecular weight: 203.20 g/mol
E_tot: -25023.533 eV
HOMO level: -4.8 eV
Energy above the lowest of the compared OMol25 structures with the same formula, charge and spin: 112.8 kJ/mol
Gap between HOMO and LUMO: 0.29962 Ha
Multiplicity: 1

Positions of all 29 atoms, in Å:
C  1.7675  -0.3471  1.2669
O  -2.0274  -0.6280  -2.3695
H  -0.8471  -2.0130  0.5940
H  0.3090  -2.2824  -1.7633
O  -2.9785  -1.2598  1.0437
H  0.3925  3.3251  -1.4074
H  1.7151  -0.7428  2.3751
C  0.4533  -2.9244  -0.8694
C  -0.9806  2.1548  -0.3490
C  -0.0916  2.3005  -1.5862
C  2.4234  0.9833  1.1503
H  -0.2594  -3.6656  -0.9677
H  -1.6926  2.9644  -0.1646
H  0.7540  -2.7753  1.2355
P  -2.4291  0.0682  1.1460
C  -1.4868  0.6920  -0.3756
H  0.7139  1.5614  -1.7629
H  3.4661  0.9534  1.6894
C  -1.7189  0.0711  -1.4898
H  1.4545  -3.5379  -1.0327
H  2.7018  1.3850  0.2437
O  -3.3820  1.1775  1.5127
H  -0.4971  2.0644  0.6316
H  1.0048  -0.6019  -0.7878
H  1.8625  1.6855  1.5980
C  1.0496  -0.9333  0.3219
H  -0.7548  2.4393  -2.4211
H  -1.1729  0.2022  2.0511
C  0.2507  -2.3165  0.4872

Results of the Löwdin charge analysis, in e, for atoms 1 through 6:
1 C -0.2065
2 O 0.1323
3 H 0.0918
4 H 0.0680
5 O -0.3806
6 H 0.0837

Question: Look up the molecular weight of the first one.
Answer: 636.52 g/mol

Repeat the second record exactly.
DFT (ωB97M-V/def2-TZVPD) results for a cluster of 2 separate species, C9H16O3P in total in a non-equilibrium geometry.

Net charge: -1
Molecular weight: 203.20 g/mol
E_tot: -25023.533 eV
HOMO level: -4.8 eV
Energy above the lowest of the compared OMol25 structures with the same formula, charge and spin: 112.8 kJ/mol
Gap between HOMO and LUMO: 0.29962 Ha
Multiplicity: 1

Positions of all 29 atoms, in Å:
C  1.7675  -0.3471  1.2669
O  -2.0274  -0.6280  -2.3695
H  -0.8471  -2.0130  0.5940
H  0.3090  -2.2824  -1.7633
O  -2.9785  -1.2598  1.0437
H  0.3925  3.3251  -1.4074
H  1.7151  -0.7428  2.3751
C  0.4533  -2.9244  -0.8694
C  -0.9806  2.1548  -0.3490
C  -0.0916  2.3005  -1.5862
C  2.4234  0.9833  1.1503
H  -0.2594  -3.6656  -0.9677
H  -1.6926  2.9644  -0.1646
H  0.7540  -2.7753  1.2355
P  -2.4291  0.0682  1.1460
C  -1.4868  0.6920  -0.3756
H  0.7139  1.5614  -1.7629
H  3.4661  0.9534  1.6894
C  -1.7189  0.0711  -1.4898
H  1.4545  -3.5379  -1.0327
H  2.7018  1.3850  0.2437
O  -3.3820  1.1775  1.5127
H  -0.4971  2.0644  0.6316
H  1.0048  -0.6019  -0.7878
H  1.8625  1.6855  1.5980
C  1.0496  -0.9333  0.3219
H  -0.7548  2.4393  -2.4211
H  -1.1729  0.2022  2.0511
C  0.2507  -2.3165  0.4872

Results of the Löwdin charge analysis, in e, for atoms 1 through 6:
1 C -0.2065
2 O 0.1323
3 H 0.0918
4 H 0.0680
5 O -0.3806
6 H 0.0837

Question: E_tot of number 2 (C9H16O3P)?
Answer: -25023.533 eV